111
Properties=species:S:1:pos:R:3:forces:R:3:mulliken_charge:R:1 method="wB97M-V/def2-TZVPD" gap_ev=7.5238 e_homo_ev=-7.45 smiles="C=Cc1ccc2c(c1CCSc1nnco1)Sc1ccccc1N2.COC(=O)OC.COC(=O)OC.COC(=O)OC.COC(=O)OC.COC(=O)OC.COC(=O)OC" energy_ha=-3792.1314
S 7.653 3.773 5.600 0.05 0.94 -1.31 -0.1299
S 4.288 3.826 4.684 -0.82 0.96 -0.70 -0.1432
O 6.956 5.421 3.222 2.09 -0.38 -1.65 0.0280
O -10.979 -14.655 -4.425 0.01 0.10 0.48 -0.5387
O -9.053 -8.930 -5.855 -0.14 0.05 0.51 -0.3037
O -10.741 -9.536 -4.458 0.47 0.37 -0.11 -0.5425
O -2.594 2.134 -3.157 0.03 0.23 0.42 -0.5443
O -4.134 -4.956 -6.348 -0.06 0.31 0.41 -0.5356
O -8.937 -8.339 -3.766 -0.17 -0.18 -0.40 -0.2696
O -0.471 -1.830 -1.212 0.66 -0.03 -0.25 -0.2750
O 12.520 9.950 2.502 -0.32 -0.24 -0.01 -0.3276
O -10.657 -15.051 -2.209 -0.12 0.28 -0.24 -0.3158
O 1.414 -0.839 -1.684 -0.43 -0.36 -0.01 -0.1677
O -3.018 3.818 -1.687 0.19 -0.36 -0.02 -0.3273
O -5.304 -4.259 -4.528 0.40 0.13 -0.18 -0.2974
O 11.803 8.276 1.141 -0.05 0.35 0.40 -0.5344
O 0.699 -2.529 -3.032 -0.06 0.37 0.42 -0.5436
O -3.422 -3.273 -4.996 -0.36 -0.28 0.02 -0.2201
O -11.434 -13.112 -2.818 0.19 -0.58 0.00 -0.3155
O 10.649 8.950 2.979 0.35 0.24 -0.18 -0.3269
O -1.918 2.076 -0.987 -0.31 0.47 -0.37 -0.2989
N 8.947 5.071 1.926 -7.14 1.54 2.81 -0.3819
N 8.990 4.412 3.130 -2.05 -0.09 2.78 -0.2994
N 2.581 6.359 3.137 2.11 -1.31 0.42 -0.2788
C -10.191 -16.357 -2.542 0.14 -0.40 -0.03 -0.6220
C 0.561 -1.808 -2.075 0.00 -0.03 0.07 0.7386
C 3.764 8.383 6.404 0.61 -2.74 -0.70 -0.5873
C -11.853 -12.212 -3.844 -0.24 0.30 -0.29 -0.4638
C -1.462 -2.814 -1.509 -0.41 -0.34 -0.09 -0.7026
C -1.336 0.798 -1.233 0.16 -0.35 0.09 -0.6576
C -9.685 -8.991 -4.671 0.19 0.11 -0.09 0.7740
C 1.848 4.811 1.217 1.55 -2.96 0.77 -0.5582
C 3.367 3.762 3.097 -1.54 0.29 -2.38 0.5042
C 7.840 4.577 3.961 3.02 1.27 -4.23 0.3606
C 11.671 8.985 2.108 -0.07 -0.04 0.06 0.7194
C 2.568 -0.707 -2.514 0.41 0.07 -0.24 -0.7443
C -3.688 4.519 -2.732 -0.22 0.26 -0.26 -0.6367
C 4.588 7.199 9.826 1.43 1.14 -2.02 -0.5905
C 5.616 4.824 7.414 0.16 1.25 -0.59 -0.7797
C -9.491 -8.322 -2.451 -0.13 0.04 0.46 -0.6570
C 3.231 6.553 4.433 1.67 2.27 4.18 0.3575
C -6.294 -5.243 -4.826 -0.35 -0.32 -0.04 -0.6161
C 4.058 5.552 5.269 -0.58 2.82 0.63 0.4586
C 9.661 7.963 2.683 -0.12 -0.28 0.04 -0.6797
C -11.019 -14.308 -3.269 -0.07 0.18 0.10 0.7689
C 5.254 7.749 8.672 -2.43 -1.73 1.54 -0.5504
C -4.272 -4.237 -5.390 -0.01 0.05 0.05 0.7040
C 2.639 5.013 2.568 -0.81 -3.95 -3.07 0.2259
C 3.098 8.000 5.052 1.80 -2.14 1.88 -0.5736
C -2.269 -3.134 -5.825 0.43 0.12 -0.24 -0.6938
C 7.155 5.008 6.898 -0.93 0.74 0.84 -0.5761
C 2.628 2.192 1.000 0.33 4.06 2.75 -0.3466
C 4.594 7.368 7.262 -0.56 -1.77 -3.59 0.3935
C 4.742 5.927 6.639 -1.85 1.69 -1.01 -0.2295
C 7.624 5.704 1.995 3.89 -2.39 0.83 -0.0816
C -9.738 -9.587 -6.920 -0.17 -0.20 -0.41 -0.6159
C 3.376 2.380 2.343 -1.81 2.69 -1.58 -0.6410
C 13.663 10.102 1.662 0.37 0.09 -0.21 -0.6233
C 1.848 3.445 0.450 1.98 0.04 2.97 -0.3756
C -2.518 2.625 -2.056 0.06 -0.05 0.19 0.7091
H -0.882 0.453 -0.304 -0.15 0.31 -0.04 0.3190
H 7.836 4.864 7.817 -0.75 0.17 -1.74 0.3857
H 2.700 1.180 0.487 -0.34 1.66 0.62 0.2980
H -1.033 -3.818 -1.466 0.00 0.14 -0.16 0.3362
H -6.742 -5.055 -5.804 0.17 -0.12 0.04 0.3028
H -9.589 -9.338 -2.061 -0.13 0.10 -0.11 0.2943
H -1.657 -2.330 -5.413 -0.25 -0.08 0.16 0.1789
H -9.299 -16.300 -3.169 -0.20 0.00 -0.07 0.2887
H -11.027 -11.990 -4.522 -0.18 -0.13 0.05 0.1838
H -1.679 -4.053 -5.822 -0.15 0.06 -0.11 0.3261
H -8.804 -7.771 -1.807 0.08 -0.04 -0.30 0.2101
H 7.270 6.336 1.119 -0.16 -0.88 1.92 0.3957
H -0.554 0.871 -1.991 -0.20 -0.02 -0.01 0.2907
H 1.295 3.311 -0.538 0.76 0.48 1.64 0.3029
H -9.928 -16.864 -1.613 -0.11 0.29 0.02 0.2173
H 2.487 8.805 4.496 1.12 -1.55 0.98 0.3030
H -2.243 -2.742 -0.751 0.25 0.21 0.03 0.2534
H -9.847 -10.654 -6.709 -0.12 0.15 0.05 0.2555
H 13.362 10.382 0.650 0.02 -0.20 0.07 0.2892
H -9.138 -9.474 -7.823 0.11 0.12 0.27 0.2400
H -3.000 4.739 -3.552 -0.12 -0.17 0.02 0.2936
H 4.474 7.786 10.813 1.07 -1.39 -1.46 0.2578
H 8.885 8.023 3.448 0.21 0.22 0.05 0.2897
H -10.977 -16.931 -3.038 0.14 0.12 -0.09 0.2876
H 6.180 8.411 8.785 -2.03 -0.28 -0.40 0.3273
H -12.164 -11.283 -3.367 0.18 -0.25 0.14 0.1954
H 2.281 -0.441 -3.534 0.01 -0.19 0.09 0.3123
H -4.049 5.463 -2.322 0.16 -0.19 0.20 0.2178
H -10.456 -7.811 -2.445 0.04 -0.20 -0.04 0.3090
H 14.275 10.905 2.074 -0.27 -0.07 0.15 0.2171
H 3.072 6.986 2.465 -0.75 -0.48 0.64 0.3404
H -1.911 -2.627 -2.487 0.14 -0.11 0.04 0.2676
H 3.154 -1.628 -2.505 -0.16 0.06 -0.13 0.3438
H 3.183 0.097 -2.108 -0.27 -0.06 0.15 0.2137
H 4.153 6.138 9.763 -0.25 2.19 -0.12 0.2413
H 10.095 6.963 2.712 0.02 0.24 -0.19 0.3605
H 5.228 3.757 7.292 0.53 1.52 0.01 0.5019
H 5.612 5.094 8.526 -0.02 -0.44 -1.66 0.2643
H 3.680 9.449 6.834 -0.04 -1.88 -0.96 0.2925
H -4.547 3.948 -3.091 0.20 -0.01 -0.07 0.2934
H -12.705 -12.621 -4.392 0.19 -0.08 -0.03 0.3266
H -7.076 -5.170 -4.069 0.24 0.20 0.02 0.2167
H -10.714 -9.126 -7.093 0.05 -0.15 0.13 0.2955
H -2.099 0.077 -1.532 0.07 0.19 -0.10 0.3120
H 9.202 8.156 1.710 0.21 -0.10 0.01 0.3103
H 14.257 9.185 1.650 -0.16 0.05 -0.13 0.2914
H 7.219 6.077 6.498 0.28 -1.57 0.59 0.3314
H -2.556 -2.862 -6.843 0.00 -0.19 0.09 0.3531
H 3.972 1.518 2.798 -0.98 1.46 -0.67 0.2635
H 1.247 5.684 0.760 1.14 -1.54 0.95 0.2994
H -5.864 -6.246 -4.783 -0.03 0.13 -0.17 0.2803

***

99
Properties=species:S:1:pos:R:3:forces:R:3:mulliken_charge:R:1 method="wB97M-V/def2-TZVPD" spin_multiplicity=2 s2=0.987 charge=+1 gap_ev="6.9571 / 6.6313" relative_energy_kcal_mol=67.6 e_homo_ev="-10.46 / -10.71" energy_ha=-9624.2749
Ru -0.153 0.113 0.807 -1.22 0.48 1.92 2.2256
As 2.361 -1.273 0.792 1.20 -0.06 -1.90 1.2037
As 1.814 -5.237 -3.645 -0.09 -0.05 -0.18 0.3188
As -1.021 -2.056 -0.113 -0.95 -0.39 -0.85 0.7421
S 1.135 0.042 3.092 0.57 -0.44 2.03 1.0334
P 0.712 2.288 0.202 -1.55 0.36 -1.50 0.6198
P -2.410 1.257 0.868 1.65 0.64 0.37 0.8357
O 1.654 -0.043 4.408 0.16 0.09 0.24 -0.7324
O 0.371 1.266 2.824 -0.48 0.22 -1.44 -0.4925
O 2.299 0.104 2.071 0.76 0.08 0.08 -0.5444
O 0.343 -1.146 2.697 -0.65 -0.42 -0.38 -0.6907
C -2.649 1.486 2.659 0.00 -0.25 -0.08 0.3416
C 2.173 -4.931 0.007 -0.10 0.26 -0.05 -1.8654
C -4.413 1.399 -1.087 0.12 0.00 0.13 -0.5387
C 4.405 4.616 1.589 -0.02 -0.02 0.01 -0.6731
C 2.191 3.193 0.715 0.24 -0.61 0.17 0.8797
C 1.221 -4.039 -0.793 -0.29 -0.16 0.22 3.2421
C 0.142 2.869 -4.334 -0.01 -0.08 -0.05 -0.6954
C -6.418 0.573 0.650 -0.12 0.03 -0.09 -0.7309
C -1.988 2.967 0.277 -0.09 -0.20 0.01 -1.7650
C -3.320 2.838 4.527 -0.06 0.19 0.05 -0.7924
C -0.631 3.414 0.804 0.11 -0.15 0.12 -1.4292
C -2.138 0.784 4.906 -0.09 0.00 0.04 -0.5465
C 0.005 -3.733 0.109 0.23 0.28 0.29 -2.2095
C -5.723 1.321 -1.524 -0.02 0.06 -0.16 -0.6937
C 3.376 4.328 2.470 0.07 0.11 0.06 -0.8532
C 3.704 -5.248 -3.070 -0.20 0.10 0.06 -1.1046
C -5.113 0.659 1.096 0.13 0.00 0.12 -0.5838
C -3.285 2.617 3.164 0.02 -0.08 -0.13 -0.2825
C 1.883 -2.763 -1.186 -0.16 -0.08 -0.16 -2.4678
C -2.420 -2.512 1.168 -0.06 0.14 0.28 -1.2882
C -6.727 0.925 -0.654 -0.02 -0.03 0.05 -0.5991
C 4.352 4.149 0.285 0.09 0.04 -0.04 -0.7917
C 3.252 3.436 -0.157 -0.16 -0.05 0.04 -0.4494
C 0.559 2.566 -1.602 0.10 -0.25 0.21 0.4796
C 4.106 -1.990 1.396 -0.48 -0.08 0.19 -1.2414
C 3.146 -0.037 -0.525 -0.06 0.01 0.17 -1.4374
C 0.673 3.910 -3.590 -0.05 0.15 0.03 -0.9134
C -0.198 1.675 -3.715 -0.04 0.13 -0.13 -0.8754
C -2.713 1.944 5.396 0.01 -0.11 -0.02 -0.7158
C 1.832 -3.458 -4.499 0.07 -0.08 0.15 -0.9427
C 0.867 3.772 -2.226 0.00 -0.11 -0.04 -0.4583
C 0.705 -4.817 -2.031 0.25 0.25 -0.09 -1.7315
C 2.278 3.607 2.043 -0.09 -0.06 -0.05 -0.8309
C -2.121 0.547 3.542 -0.27 -0.03 -0.11 -0.4361
C -2.126 -2.319 -1.747 0.40 0.29 0.26 -1.3487
C -4.110 1.107 0.241 0.31 -0.76 -0.21 0.7629
C 0.017 1.526 -2.357 -0.05 -0.45 0.29 -0.2738
H 2.376 -2.727 -3.907 0.06 0.10 0.05 0.1572
H -2.777 3.657 0.592 0.08 -0.10 -0.07 0.7736
H -0.637 0.872 -4.288 0.01 -0.09 -0.05 0.5206
H 3.559 0.785 0.060 0.07 -0.01 -0.11 0.4503
H -2.915 -3.453 0.910 0.18 0.11 -0.10 0.5557
H -2.912 -1.557 -1.732 0.12 -0.08 0.01 0.4430
H 0.814 -3.106 -4.651 -0.11 -0.03 0.01 0.2861
H 0.381 -3.619 1.134 -0.20 -0.03 0.00 0.6093
H -3.172 -1.718 1.201 0.11 -0.09 -0.04 0.2327
H 3.986 -4.342 -2.540 0.07 0.04 0.05 0.2747
H -0.157 -4.278 -2.439 0.04 -0.10 -0.13 0.2909
H -2.694 2.151 6.455 -0.05 0.00 0.13 0.4158
H 5.254 5.194 1.920 0.10 0.02 0.04 0.4258
H -1.665 -0.362 3.167 -0.07 0.15 0.05 0.2625
H 1.652 -5.819 0.362 0.00 -0.04 0.09 0.4167
H -0.004 2.986 -5.398 -0.03 0.02 -0.07 0.4195
H 3.980 -2.593 2.296 -0.02 -0.01 -0.09 0.3882
H -7.750 0.891 -0.994 -0.10 -0.05 -0.05 0.4005
H -3.762 3.321 2.495 0.00 0.08 -0.01 0.3858
H 3.004 -5.249 -0.612 0.17 -0.06 0.00 0.3118
H 1.270 4.594 -1.653 0.04 0.09 0.03 0.5598
H 4.551 -2.590 0.601 -0.13 0.04 0.02 0.3494
H -1.965 -2.608 2.155 -0.04 0.02 0.00 0.3935
H -1.976 2.950 -0.819 -0.08 -0.01 0.14 0.7995
H -5.961 1.575 -2.546 -0.03 0.02 -0.07 0.4478
H -3.816 3.717 4.909 0.00 0.09 0.06 0.4341
H 0.926 4.843 -4.071 0.03 0.09 -0.06 0.4552
H -2.586 -3.309 -1.745 0.13 0.07 0.11 0.4332
H 4.313 -5.320 -3.970 -0.08 0.00 -0.07 0.3950
H 3.429 4.662 3.495 0.01 0.02 0.09 0.4727
H 4.748 -1.142 1.629 -0.10 0.07 -0.06 0.4357
H 3.220 3.076 -1.176 0.00 0.00 -0.01 0.5726
H -0.708 -4.568 0.101 0.05 0.22 -0.01 0.5403
H 2.306 -3.535 -5.475 0.02 -0.07 -0.01 0.4372
H -1.683 0.073 5.577 0.04 -0.07 0.07 0.4956
H 2.903 -2.828 -1.546 0.12 0.14 0.06 0.7940
H -0.406 4.435 0.478 0.02 -0.14 0.08 0.6761
H -3.629 1.694 -1.771 0.02 0.06 -0.09 0.3984
H -4.871 0.398 2.118 -0.04 0.01 0.04 0.4740
H 1.501 3.332 2.742 -0.02 0.12 0.05 0.2705
H -7.194 0.240 1.322 -0.07 -0.01 0.06 0.4420
H -1.530 -2.197 -2.652 -0.02 0.02 0.04 0.2975
H 3.944 -0.511 -1.094 0.03 -0.09 0.04 0.6828
H 3.923 -6.117 -2.453 -0.04 -0.04 0.01 0.3490
H 2.558 -4.369 0.860 0.04 -0.17 0.08 0.3843
H 1.240 -2.095 -1.763 0.25 0.21 0.13 0.5011
H -0.247 0.582 -1.850 0.18 0.51 -0.27 0.1778
H 5.173 4.339 -0.389 0.05 0.04 -0.08 0.4449
H 0.330 -5.780 -1.672 0.01 0.04 -0.05 0.5373
H -0.623 3.373 1.897 0.03 0.13 -0.07 0.6173
H 2.399 0.352 -1.222 0.03 -0.13 0.11 0.0512

***

31
Properties=species:S:1:pos:R:3:forces:R:3:mulliken_charge:R:1 method="wB97M-V/def2-TZVPD" charge=-1 gap_ev=9.5374 relative_energy_kcal_mol=24.5 e_homo_ev=-6.14 energy_ha=-728.6661
O 0.617 0.024 -0.010 0.65 -0.24 -0.07 -0.6549
O 3.571 -0.655 1.404 0.69 0.21 -0.30 -0.7341
O -1.377 2.694 -3.373 0.47 -0.84 0.76 -0.7061
O 2.740 -0.898 -0.940 0.49 0.83 -0.19 -0.7526
O 1.858 -1.990 2.321 -1.60 -1.62 0.91 -0.6880
O 0.137 1.298 -1.773 -0.33 -0.23 -0.14 -0.7966
O 2.920 3.226 -2.205 -0.40 0.22 -0.23 -0.6619
C -1.814 -1.410 1.374 -0.37 -0.03 -2.33 -0.2028
C -3.085 -2.066 0.715 1.10 1.50 0.91 -1.1944
C -0.166 0.691 -0.736 -0.29 0.53 2.20 0.5851
C -1.603 0.752 -0.110 -0.38 -0.14 -2.67 -0.4526
C -1.886 0.113 1.238 0.33 1.14 0.94 -0.7875
H 2.791 2.804 -1.346 -0.18 -0.12 -0.28 0.3245
H 1.491 -1.272 1.800 0.35 0.26 0.05 0.3950
H -2.861 0.582 1.547 0.48 -0.92 0.03 0.3775
H 2.069 3.118 -2.671 0.55 -0.22 0.50 0.3327
H -3.931 -1.554 1.176 -0.40 -0.55 0.03 0.2917
H -2.026 1.792 -0.188 0.52 -0.92 0.07 0.3020
H -2.113 0.167 -0.928 -0.29 0.53 0.72 0.0985
H -0.970 -1.755 0.731 -0.21 0.28 0.88 0.1388
H 3.213 -0.814 0.429 1.10 0.62 1.18 0.4051
H 2.665 -1.685 2.739 -0.05 0.44 -0.64 0.2942
H 4.025 0.178 1.535 -0.01 0.14 -0.66 0.2290
H -1.618 -1.697 2.408 -0.28 -0.15 -0.15 0.3594
H -1.209 1.827 -2.898 -0.35 0.82 -0.68 0.4199
H -0.616 3.106 -2.935 -0.31 0.38 -0.35 0.3117
H 2.582 -1.805 -1.193 -0.61 -0.07 0.04 0.2797
H -3.028 -3.122 0.927 -0.53 -0.42 -0.32 0.3859
H -1.158 0.510 1.957 -0.02 0.15 -0.13 0.2997
H 1.897 -0.360 -0.639 -0.22 -1.05 -0.50 0.5237
H -3.116 -1.801 -0.356 0.10 -0.52 0.41 0.2772

***

57
Properties=species:S:1:pos:R:3:forces:R:3:mulliken_charge:R:1 method="wB97M-V/def2-TZVPD" spin_multiplicity=4 s2=3.786 charge=+1 gap_ev="5.0422 / 5.0666" relative_energy_kcal_mol=0.0 e_homo_ev="-8.81 / -8.84" energy_ha=-7349.4163
Te -2.836 1.629 -8.216 -0.57 -0.59 0.65 -0.0851
Te -4.708 0.059 -6.844 0.77 0.49 0.44 0.0400
Tc -1.110 0.461 -4.767 -1.17 -1.35 0.30 0.2533
Se -0.907 0.421 -7.188 0.12 -0.01 -0.14 0.0237
Se -3.599 -0.089 -4.580 -0.12 0.02 -1.04 -0.0203
Cl -0.976 -4.591 -4.994 0.29 0.45 0.02 -0.2184
F -3.244 -0.077 1.763 0.95 0.12 0.02 -0.3493
O -1.326 0.566 -2.622 3.47 -0.19 1.66 -0.7158
O -0.857 -1.561 -4.309 -1.04 1.29 1.39 -0.6407
O 0.638 -1.569 -5.941 -0.03 -0.09 0.46 -0.6285
O 0.833 0.927 -4.689 0.80 -0.59 2.71 -0.5294
O 2.858 0.748 -3.877 0.29 -0.12 1.00 -0.6862
N -1.055 -0.261 3.685 0.16 1.02 0.73 0.2141
N -1.050 -0.494 6.579 -0.95 -1.60 -0.83 -0.0958
N -2.075 3.353 -4.792 1.39 -0.42 0.84 -0.3571
N 2.012 0.509 -0.063 -2.12 -1.28 -0.25 0.3005
C -2.266 0.150 4.405 0.94 -2.52 0.29 -0.5813
C -0.417 0.599 -0.442 -1.29 -1.10 -0.37 0.5961
C 4.406 1.042 0.280 -0.39 -0.24 -0.73 -0.8410
C 0.066 -2.076 -4.970 1.45 -0.34 -2.72 0.9354
C -1.938 0.143 1.377 -0.73 -0.25 -1.32 0.3356
C 1.150 0.429 -2.306 -1.73 -0.22 0.47 -0.1847
C -1.741 0.448 -0.007 0.74 -0.52 3.36 -1.2281
C 1.665 0.684 -3.655 -0.46 0.26 -4.30 0.5927
C 3.667 1.519 1.484 -0.30 2.28 0.06 -0.4244
C -1.549 2.270 -4.755 -1.77 4.42 -0.82 0.4318
C -0.901 -0.050 2.329 0.61 2.24 -2.65 -0.5620
C 0.384 0.263 1.791 -0.39 0.13 0.31 -0.5754
C -0.243 0.509 -1.865 -0.61 1.08 -2.80 1.7271
C 3.163 0.362 0.785 -0.10 -2.20 -0.25 -0.2550
C -0.213 -1.262 4.259 -0.51 -0.23 -0.36 -0.6312
C 0.399 -3.450 -4.598 1.04 -3.09 -0.18 -0.5430
C 0.644 0.499 0.446 1.47 -0.22 -0.10 -0.6737
C 0.120 -1.006 5.703 0.82 0.84 0.20 -0.7484
C 2.156 0.245 -1.396 -0.25 0.69 1.30 -0.4564
C -2.018 0.456 5.893 -0.29 0.52 -0.63 -0.8999
H -2.977 -0.680 4.306 -0.42 0.34 0.19 0.4158
H -0.634 -2.239 4.100 -0.60 -0.84 0.32 0.3220
H -1.525 -1.317 7.010 0.13 0.66 -0.59 0.4143
H 3.081 2.442 1.286 0.61 -0.59 0.67 0.2262
H 5.275 0.442 0.417 0.69 -0.01 0.03 0.2669
H 3.331 -0.619 1.311 -0.55 0.84 -0.85 0.3159
H 4.088 1.330 2.455 0.08 0.42 0.23 0.3229
H -1.543 1.425 5.990 0.18 0.21 -0.09 0.3983
H -1.913 4.368 -4.623 -0.18 -1.63 -0.48 0.3060
H -2.629 1.016 3.932 -0.73 1.04 -0.42 0.4554
H -2.994 0.542 6.425 0.86 -0.51 -0.15 0.4111
H 0.473 -1.970 6.107 0.06 0.80 0.35 0.3693
H 3.148 -0.067 -1.725 -0.26 0.58 -0.05 0.6688
H 4.333 1.572 -0.692 0.10 -0.22 0.99 0.3410
H 0.880 -0.183 5.720 -0.54 -0.87 0.38 0.3481
H 1.228 0.460 2.419 0.27 -0.47 0.72 1.0213
H -2.556 0.439 -0.709 -0.15 0.06 0.00 0.5713
H 1.292 -3.897 -5.127 -1.04 0.89 0.56 0.3250
H 0.707 -1.331 3.675 0.15 0.27 0.40 0.4210
H 0.501 -3.570 -3.532 0.20 0.11 0.35 0.2209
H -0.700 0.031 7.353 0.68 0.24 0.74 0.3393